[1]
12
Properties=species:S:1:pos:R:3 method="wB97M-V/def2-TZVPD" spin_multiplicity=1 smiles=Cc1c(Cl)n2n1C2 max_force_ev_per_a=3.95 e_tot_ha=-724.96736 homo_ev=-8.668 relative_energy_kcal_mol=105.6
C 0.885 -1.549 0.403
C 0.076 -0.371 0.286
C -1.240 -0.046 0.126
Cl -2.710 -0.816 -0.212
N -1.052 1.333 0.355
N 0.407 1.053 0.581
C -0.017 1.739 -0.560
H 0.449 -2.410 0.012
H 1.697 -1.200 -0.221
H 1.367 -1.851 1.383
H 0.217 2.750 -0.598
H -0.079 1.368 -1.553

[2]
10
Properties=species:S:1:pos:R:3 method="wB97M-V/def2-TZVPD" spin_multiplicity=1 max_force_ev_per_a=3.26 e_tot_ha=-719.52967 homo_ev=-9.089 relative_energy_kcal_mol=27.3
C 0.671 0.957 -0.228
C -0.334 -0.076 0.227
F 0.010 2.208 -0.199
F 2.725 -1.100 -0.651
F 3.844 0.870 -0.073
P 2.700 -0.057 0.582
H 0.999 0.777 -1.215
H -1.279 0.341 0.171
H -0.382 -0.798 -0.489
H 0.030 -0.486 1.178

[3]
81
Properties=species:S:1:pos:R:3 method="wB97M-V/def2-TZVPD" spin_multiplicity=1 max_force_ev_per_a=5.62 e_tot_ha=-2702.78375 total_charge=-1 homo_ev=-6.641 relative_energy_kcal_mol=135.0
P -21.895 -1.772 -1.275
F -21.957 -1.281 -2.820
F -22.232 -0.263 -0.722
F -23.477 -2.077 -1.472
F -21.904 -2.469 0.218
F -21.491 -3.237 -1.828
F -20.390 -1.295 -1.125
O -19.708 -5.189 -11.748
C -19.348 -4.703 -10.639
O -20.238 -4.356 -9.664
C -19.523 -3.591 -8.638
C -18.455 -2.934 -9.361
C -18.017 -3.995 -10.348
H -19.245 -4.472 -8.060
H -20.008 -2.928 -7.921
H -17.608 -2.838 -8.682
H -18.768 -1.998 -9.824
H -17.342 -4.757 -9.958
H -17.491 -3.575 -11.205
O -22.598 -9.647 -1.642
C -23.149 -9.020 -2.567
O -22.548 -8.918 -3.729
C -23.235 -8.010 -4.639
C -24.673 -7.897 -4.024
C -24.459 -8.319 -2.615
H -23.322 -8.285 -5.691
H -22.685 -7.081 -4.486
H -25.334 -8.522 -4.625
H -24.933 -6.846 -3.898
H -25.243 -9.007 -2.297
H -24.462 -7.507 -1.888
O -15.908 5.395 4.179
C -16.834 4.618 3.908
O -17.411 3.820 4.801
C -18.633 3.202 4.307
C -18.976 4.229 3.207
C -17.622 4.524 2.699
H -19.364 2.892 5.054
H -18.315 2.193 4.045
H -19.635 5.056 3.474
H -19.497 3.688 2.418
H -17.595 5.436 2.102
H -17.289 3.781 1.974
O -19.232 -6.604 4.401
C -19.060 -5.937 5.418
O -18.551 -6.535 6.438
C -18.450 -5.594 7.469
C -18.592 -4.142 6.977
C -19.369 -4.458 5.674
H -17.529 -5.854 7.989
H -19.254 -5.979 8.095
H -17.611 -3.772 6.679
H -19.080 -3.610 7.794
H -18.862 -3.818 4.953
H -20.377 -4.045 5.701
C -27.634 2.307 -2.872
O -27.157 1.315 -3.804
H -27.074 3.233 -3.007
H -28.675 2.441 -3.166
H -27.535 2.022 -1.825
H -26.391 0.958 -3.350
N -13.236 0.581 -1.785
C -13.723 -0.154 -2.849
C -12.954 0.129 -3.971
C -12.040 1.003 -3.618
C -12.211 1.288 -2.298
H -13.546 0.586 -0.823
H -14.737 -0.524 -2.812
H -13.186 -0.172 -4.981
H -11.348 1.574 -4.218
H -11.931 2.063 -1.600
N -26.590 -0.112 3.563
C -26.179 -0.211 4.889
C -27.215 -0.809 5.687
C -28.379 -0.910 4.829
C -27.973 -0.361 3.569
H -26.088 0.473 2.911
H -25.179 0.089 5.167
H -27.098 -0.961 6.750
H -29.335 -1.398 4.947
H -28.426 -0.327 2.590

[4]
15
Properties=species:S:1:pos:R:3 method="wB97M-V/def2-TZVPD" spin_multiplicity=1 smiles="CCC(=O)NC" max_force_ev_per_a=0.35 e_tot_ha=-287.81870 homo_ev=-9.636 relative_energy_kcal_mol=8.6
C 1.993 -0.496 -0.154
C 1.229 0.776 0.247
C -0.167 0.398 0.709
O -0.441 0.081 1.854
N -1.072 0.360 -0.317
C -2.331 -0.345 -0.216
H 1.334 -1.215 -0.653
H 2.804 -0.259 -0.847
H 2.407 -1.008 0.718
H 1.751 1.309 1.045
H 1.156 1.466 -0.602
H -0.718 0.545 -1.241
H -2.369 -1.148 -0.961
H -2.388 -0.782 0.782
H -3.189 0.319 -0.366

[5]
38
Properties=species:S:1:pos:R:3 method="wB97M-V/def2-TZVPD" spin_multiplicity=1 max_force_ev_per_a=4.23 e_tot_ha=-2911.82924 total_charge=+2 homo_ev="-14.898 / -14.527" relative_energy_kcal_mol=64.8
Bi -2.822 1.212 1.494
N -2.802 -0.960 2.980
N -3.265 -0.020 3.947
C -2.465 0.922 4.521
N -2.816 1.540 5.643
S -1.050 1.397 3.724
H -3.571 -1.639 2.818
H -1.942 -1.408 3.247
H -4.215 -0.210 4.317
H -3.645 1.265 6.153
H -2.160 2.234 5.996
O 2.045 -5.258 -1.749
S 3.182 -5.114 -2.674
O 3.213 -6.016 -3.783
O 4.414 -4.747 -2.001
C 2.909 -3.343 -3.141
N 3.637 -2.935 -4.176
C 3.714 -1.631 -4.264
C 3.012 -0.756 -3.396
C 2.080 -1.400 -2.558
N 2.022 -2.749 -2.419
C 1.127 -0.649 -1.744
C 0.218 -1.416 -1.053
C -0.761 -0.839 -0.238
N -0.883 0.487 -0.056
C 0.069 1.246 -0.698
C 1.053 0.706 -1.512
H 4.486 -1.315 -4.990
H 3.154 0.330 -3.308
H 0.299 -2.468 -1.169
H -1.424 -1.494 0.296
H 0.012 2.314 -0.463
H 1.726 1.384 -2.018
Cl -2.918 7.352 0.007
C -1.572 6.342 0.517
Cl -1.929 4.541 0.144
H -1.501 6.465 1.597
H -0.635 6.630 0.005

[6]
131
Properties=species:S:1:pos:R:3 method="wB97M-V/def2-TZVPD" spin_multiplicity=1 max_force_ev_per_a=1.92 e_tot_ha=-3784.93468 total_charge=+1 homo_ev=-11.057
C 2.717 -0.492 -3.182
C 1.587 -1.224 -3.113
C 0.757 -1.267 -1.843
N -0.162 -0.059 -1.697
C -1.524 -0.372 -1.193
C -1.549 -1.369 -0.039
C -1.235 -0.688 1.324
C -2.049 -1.377 2.412
C -1.452 -1.251 3.801
F -2.433 -1.632 4.642
F -1.217 0.039 4.082
C -0.222 -2.204 4.054
F -0.527 -3.021 5.038
F -0.074 -2.974 2.966
C 1.104 -1.463 4.369
F 0.934 -0.852 5.514
F 1.287 -0.607 3.364
C 2.315 -2.448 4.327
F 2.611 -2.611 3.055
F 2.022 -3.634 4.769
S 3.896 -1.860 5.194
F 4.337 -3.361 5.403
F 4.695 -1.876 3.830
F 3.522 -0.356 4.942
F 3.182 -1.898 6.584
F 5.207 -1.386 5.902
C -0.654 -2.631 -0.282
C -1.400 -3.947 -0.062
C 0.059 -2.611 -1.662
C -0.823 -3.050 -2.843
N -0.736 -4.477 -3.146
H 3.663 -0.989 -3.382
H 2.741 0.602 -3.114
H 1.300 -1.812 -3.978
H 1.487 -1.186 -1.046
H -0.225 0.395 -2.608
H 0.286 0.601 -1.060
H -2.085 -0.790 -2.025
H -2.055 0.533 -0.913
H -2.579 -1.730 0.008
H -1.512 0.359 1.209
H -0.154 -0.757 1.455
H -2.993 -0.842 2.481
H -2.320 -2.397 2.179
H 0.152 -2.596 0.456
H -1.746 -4.027 0.965
H -0.683 -4.756 -0.203
H -2.211 -4.081 -0.772
H 0.867 -3.341 -1.595
H -0.598 -2.477 -3.746
H -1.867 -2.812 -2.610
H -0.202 -4.980 -2.447
H -1.652 -4.907 -3.128
C -7.117 -2.653 1.412
C -6.695 -2.351 2.844
C -5.233 -2.764 2.834
O -4.749 -2.535 1.497
C -5.867 -2.280 0.633
H -7.998 -2.101 1.088
H -7.323 -3.720 1.302
H -6.781 -1.279 3.040
H -7.279 -2.880 3.594
H -5.118 -3.830 3.057
H -4.631 -2.196 3.542
H -5.863 -1.214 0.377
H -5.755 -2.858 -0.286
C 3.700 -7.085 2.790
C 2.498 -6.957 3.717
C 1.343 -7.238 2.769
O 1.838 -8.139 1.776
C 3.265 -8.220 1.875
H 4.635 -7.291 3.308
H 3.826 -6.164 2.213
H 2.544 -7.725 4.492
H 2.420 -5.987 4.203
H 1.012 -6.322 2.263
H 0.484 -7.686 3.270
H 3.523 -9.194 2.300
H 3.702 -8.151 0.878
C -8.048 3.016 4.279
C -7.119 2.754 5.457
C -7.630 1.415 5.964
O -8.142 0.712 4.824
C -8.238 1.615 3.718
H -7.645 3.715 3.547
H -9.002 3.409 4.637
H -6.089 2.654 5.104
H -7.143 3.533 6.218
H -8.449 1.546 6.678
H -6.850 0.817 6.438
H -7.445 1.364 3.002
H -9.203 1.484 3.227
C 3.353 5.070 -4.815
C 2.361 4.452 -5.793
C 2.421 2.982 -5.413
O 2.718 2.933 -4.007
C 3.117 4.240 -3.565
H 3.202 6.135 -4.651
H 4.374 4.921 -5.176
H 1.362 4.850 -5.608
H 2.607 4.630 -6.839
H 3.223 2.463 -5.948
H 1.482 2.459 -5.605
H 2.303 4.656 -2.961
H 4.007 4.158 -2.941
C -0.102 9.038 -7.365
C 0.672 9.231 -6.068
C 0.338 7.954 -5.313
O 0.136 6.935 -6.299
C 0.046 7.542 -7.595
H 0.274 9.633 -8.195
H -1.154 9.292 -7.212
H 1.743 9.275 -6.277
H 0.396 10.131 -5.520
H -0.589 8.062 -4.739
H 1.134 7.647 -4.632
H 0.967 7.315 -8.142
H -0.795 7.113 -8.139
C 6.761 2.066 -0.848
C 8.205 2.208 -1.312
C 8.092 3.322 -2.342
O 7.012 4.163 -1.917
C 6.284 3.510 -0.876
H 6.656 1.603 0.132
H 6.195 1.469 -1.570
H 8.833 2.530 -0.478
H 8.628 1.293 -1.722
H 7.845 2.925 -3.332
H 9.002 3.916 -2.424
H 6.508 4.020 0.067
H 5.214 3.598 -1.071

[7]
35
Properties=species:S:1:pos:R:3 method="wB97M-V/def2-TZVPD" spin_multiplicity=1 max_force_ev_per_a=0.73 e_tot_ha=-4137.11916 homo_ev=-8.333 relative_energy_kcal_mol=0.0
Pt -0.130 0.035 0.066
Cl 2.469 -0.414 -1.897
C 2.834 -0.300 -0.201
C 1.782 -0.086 0.687
C 2.126 0.006 2.037
Cl 0.891 0.300 3.218
C 3.443 -0.098 2.481
Cl 3.829 0.035 4.153
C 4.470 -0.305 1.558
Cl 6.101 -0.425 2.090
C 4.165 -0.408 0.206
Cl 5.419 -0.661 -0.943
N -2.969 -1.923 -0.763
C -3.158 -0.606 -0.599
N -2.178 0.250 -0.417
C -2.649 1.551 -0.317
C -3.978 1.690 -0.426
S -4.712 0.146 -0.674
C -1.612 2.567 -0.093
C -1.733 3.899 -0.043
S -0.189 4.628 0.205
C 0.547 3.068 0.230
N -0.310 2.081 0.068
N 1.864 2.916 0.424
H -2.038 -2.272 -0.553
H -3.745 -2.555 -0.695
H -4.568 2.588 -0.368
H -2.622 4.495 -0.152
H 2.469 3.716 0.420
H 2.272 2.000 0.303
N 2.587 -5.649 0.406
C 1.658 -4.971 0.290
N 0.553 -4.280 0.153
C 0.294 -3.062 0.117
N -0.114 -1.963 0.060

[8]
13
Properties=species:S:1:pos:R:3 method="wB97M-V/def2-TZVPD" spin_multiplicity=1 max_force_ev_per_a=6.45 e_tot_ha=-2867.24846 homo_ev="-8.972 / -8.974" relative_energy_kcal_mol=46.8
B 0.270 -1.356 0.024
C -0.985 2.370 -0.152
C -0.661 1.172 0.333
C -0.152 0.121 -0.374
O 0.746 -2.240 -0.938
O -0.062 -1.841 1.359
Br 2.724 0.444 0.109
H -1.015 3.269 0.293
H -1.164 2.346 -1.291
H -0.731 1.171 1.408
H -0.145 0.382 -1.543
H 0.978 -3.060 -0.557
H 0.198 -2.778 1.329